C28H50Cl3N6O6PSeSr as an isolated structure at a distorted geometry, computed with ωB97M-V/def2-TZVPD.

Last column: Mulliken charge in e.
Atoms and positions in Å:
Sr (-10.4390, -13.6226, -5.6777)  1.27
Se (-10.9564, -8.6875, -3.0018)  -0.21
Cl (-9.5875, -9.7151, -9.2441)  -0.18
Cl (-11.9300, -8.7040, -7.9821)  -0.11
Cl (-12.3539, -10.7018, -9.9915)  -0.14
P (-13.1883, -15.0326, -4.7732)  -0.89
O (-13.7804, -14.2300, -6.0342)  0.85
O (-11.2664, -11.0526, -6.4663)  -0.92
O (-12.8097, -13.7005, -3.8420)  1.07
O (-14.2016, -15.8925, -4.1606)  -0.91
O (-10.8538, -12.4738, -8.1571)  -0.47
O (-11.8132, -15.5120, -5.1704)  -0.46
N (-9.1055, -15.7878, -6.2565)  0.43
N (-9.9915, -14.6421, -3.4019)  1.82
N (-12.9574, -9.0512, -5.0742)  0.60
N (-8.0443, -13.0417, -6.9775)  0.12
N (-9.3086, -11.8238, -4.1269)  0.80
N (-13.7760, -8.2915, -3.1419)  0.27
C (-9.0081, -16.9546, -5.3710)  -1.23
C (-9.2591, -12.2998, -2.7610)  -0.75
C (-13.6902, -7.7175, -1.8483)  -1.09
C (-7.9882, -11.3982, -4.5713)  -1.41
C (-15.9158, -14.3944, -6.9334)  -1.48
C (-13.4572, -13.9299, -1.5592)  -1.85
C (-14.8628, -8.5241, -3.9934)  0.79
C (-11.1314, -11.3736, -7.6458)  -0.04
C (-14.4578, -14.7657, -7.1472)  1.53
C (-11.2816, -10.1516, -8.6939)  0.82
C (-14.3075, -16.2787, -7.2482)  -1.69
C (-7.8843, -15.5428, -7.0338)  -0.99
C (-16.6371, -9.2729, -6.0674)  -0.73
C (-13.1155, -11.7397, -2.5456)  -1.15
C (-13.8332, -14.1138, -8.3691)  -1.16
C (-13.6635, -13.1105, -2.7940)  1.82
C (-17.1738, -8.8084, -4.7987)  -0.68
C (-12.5940, -8.5925, -3.8402)  -0.71
C (-8.0485, -14.2903, -7.8797)  -0.63
C (-14.3673, -9.0255, -5.1988)  0.52
C (-8.6017, -16.6234, -3.9455)  -0.85
C (-9.1922, -13.8117, -2.4911)  -1.36
C (-7.0671, -12.6012, -4.7396)  1.26
C (-15.1276, -12.8538, -3.2477)  -1.44
C (-16.2790, -8.4228, -3.8031)  -0.83
C (-15.2575, -9.4244, -6.2015)  -0.32
C (-9.6741, -16.0258, -3.1047)  -0.87
C (-6.7189, -12.8654, -6.2689)  -1.66
H (-9.8763, -10.9633, -4.2204)  -0.58
H (-16.0725, -13.2999, -6.8019)  0.16
H (-15.6293, -13.7198, -3.6541)  0.30
H (-14.8306, -9.8517, -7.1447)  0.27
H (-13.2681, -16.6786, -7.4343)  0.14
H (-13.9810, -14.8800, -1.5808)  0.39
H (-16.7230, -7.9570, -2.9300)  0.34
H (-7.5703, -10.7941, -3.8016)  0.37
H (-13.1511, -8.3832, -1.1500)  0.30
H (-9.5555, -13.9449, -1.4329)  0.46
H (-9.8316, -16.0845, -6.9039)  0.14
H (-13.8081, -11.0691, -2.0052)  0.48
H (-9.9355, -17.4316, -5.3622)  0.51
H (-9.4636, -16.0659, -2.0288)  0.57
H (-8.5296, -11.7315, -2.1656)  0.37
H (-7.6129, -13.5508, -4.4221)  -0.78
H (-8.2394, -12.2633, -7.5870)  0.10
H (-12.9282, -11.3011, -3.5397)  -0.17
H (-6.1608, -12.5116, -4.1549)  0.42
H (-7.0658, -15.3611, -6.3210)  0.43
H (-7.9485, -10.8180, -5.5062)  0.63
H (-10.1663, -11.9468, -2.3093)  -0.14
H (-8.1506, -14.1892, -2.5337)  0.60
H (-10.6323, -16.6692, -3.2373)  0.26
H (-7.5809, -16.4394, -7.6088)  0.37
H (-8.3542, -17.5308, -3.4664)  0.52
H (-9.0391, -14.2184, -8.3561)  0.20
H (-14.8212, -16.7097, -8.1160)  0.44
H (-15.7167, -12.6329, -2.3576)  0.50
H (-12.3876, -14.0164, -1.3249)  0.20
H (-14.6363, -16.8366, -6.4209)  0.47
H (-16.6269, -14.7922, -7.6376)  0.44
H (-13.2282, -6.7483, -1.9869)  0.43
H (-16.2639, -14.8611, -5.9799)  0.32
H (-18.2297, -8.7617, -4.6632)  0.46
H (-12.7700, -14.3970, -8.4522)  0.15
H (-7.7648, -15.9433, -3.9776)  0.20
H (-13.8658, -13.4028, -0.6827)  0.47
H (-12.3021, -9.6510, -5.5913)  0.10
H (-13.9494, -13.0226, -8.2100)  0.07
H (-7.3215, -14.1812, -8.6591)  0.50
H (-14.7238, -7.5445, -1.4198)  0.31
H (-15.1714, -11.9876, -3.9519)  0.12
H (-12.1285, -11.7432, -1.9994)  0.09
H (-6.0772, -13.7277, -6.3722)  0.47
H (-10.9578, -14.4549, -3.2244)  -0.86
H (-17.2418, -9.6720, -6.8704)  0.41
H (-6.0988, -12.0929, -6.7985)  0.32
H (-8.2605, -17.6376, -5.8206)  0.50
H (-14.2157, -14.3853, -9.3410)  0.45

Results
- maximum force (eV/A) = 3.27
- orbital gap (eV) = 7.89
- net charge = 0